(1)
The following is a quantum chemistry calculation of a cluster of 2 separate species, C6H14O in total, from OMol25.

XYZ file:
```
21
Properties=species:S:1:pos:R:3:nbo_charge:R:1
C -1.31 -1.33 -0.73 -0.668
C -0.70 -0.97 0.60 -0.119
C -2.26 1.26 0.56 -0.872
C 0.49 -0.40 0.78 -0.252
C 1.37 0.01 -0.37 0.054
C 2.62 0.75 0.11 -0.624
O 1.71 -1.19 -1.05 -0.718
H -2.40 -1.38 -0.70 0.215
H -0.92 -2.31 -0.99 0.242
H -1.02 -0.64 -1.54 0.217
H -1.32 -1.17 1.47 0.206
H -3.03 0.52 0.78 0.205
H -2.38 1.60 -0.47 0.208
H -2.32 2.08 1.28 0.211
H 0.83 -0.20 1.79 0.205
H -1.26 0.86 0.67 0.239
H 0.82 0.68 -1.06 0.157
H 3.15 0.14 0.84 0.213
H 2.36 1.71 0.57 0.215
H 3.30 0.95 -0.73 0.204
H 2.28 -0.96 -1.80 0.462
```

The HOMO-LUMO gap is 9.9 eV. As for the SMILES: C/C=C\[C@@H](C)O.C. Its total energy is -8495.1499 eV. The calculation puts the largest force on an atom at 0.97 eV Å⁻¹.



(2)
The following is a quantum chemistry calculation of a cluster of 2 separate species, C6H14O in total in a non-equilibrium geometry, from OMol25.

XYZ file:
```
21
Properties=species:S:1:pos:R:3:nbo_charge:R:1
C -0.61 2.14 0.85 -0.616
C -0.14 0.77 1.35 -0.410
C 0.99 0.08 0.63 -0.446
C 0.85 -0.29 -0.81 0.038
C 1.09 -1.55 -1.08 -0.432
C 0.32 0.76 -1.79 -0.662
H -1.51 2.17 0.16 0.206
H -0.86 2.84 1.68 0.208
H 0.21 2.63 0.34 0.205
H -0.95 0.02 1.53 0.194
H 0.07 1.12 2.41 0.212
H 1.18 -0.91 1.12 0.205
H 1.84 0.72 0.87 0.216
H 1.40 -1.61 -2.17 0.202
H 0.96 -2.34 -0.38 0.199
H 1.03 1.67 -1.76 0.218
H -0.84 0.90 -1.62 0.244
H 0.47 0.38 -2.83 0.219
H -1.20 -2.83 0.27 0.462
H -2.27 -3.38 1.09 0.462
O -2.03 -3.31 0.16 -0.923
```

The HOMO-LUMO gap is 9.9 eV. As for the SMILES: C=C(C)CCC.O. Its total energy is -8494.4180 eV. The calculation puts the largest force on an atom at 4.04 eV Å⁻¹.



Which formula does entry 2 have? C6H14O